Entry 1:
Density functional theory data (ωB97M-V/def2-TZVPD) for an isolated molecule of C7H9N5S at a distorted geometry.

Cartesian coordinates (Å):
1 N 3.88 -0.81 -0.99
2 C 3.22 -1.95 -1.24
3 S 3.79 -3.39 -1.93
4 N 1.85 -1.77 -1.11
5 N 1.42 -0.63 -0.29
6 C 0.23 -0.77 0.08
7 C -0.73 0.36 0.43
8 N -0.19 1.61 0.13
9 C -0.86 2.81 0.07
10 C -2.17 2.77 0.55
11 C -2.73 1.53 0.95
12 C -2.03 0.31 0.73
13 N -2.72 -0.90 0.85
14 H 4.96 -0.65 -1.15
15 H 3.44 0.02 -0.44
16 H 1.50 -2.74 -0.87
17 H -0.37 -1.66 -0.42
18 H -0.20 3.62 -0.22
19 H -2.76 3.64 1.01
20 H -3.67 1.42 1.49
21 H -3.67 -0.99 1.26
22 H -2.18 -1.82 1.12

**SMILES**: NC(=S)N/N=C/c1ncccc1N
**Electronic energy**: -944.0123 hartree
**Energy relative to the best compared isomer or geometry (same formula, charge and spin)**: 1.5360 eV
**Orbital gap**: 8.08 eV
**HOMO energy**: -8.24 eV


Entry 2:
Density functional theory data (ωB97M-V/def2-TZVPD) for a structure of composition C26H31N7O5STi at a distorted geometry.

Cartesian coordinates (Å):
1 Ti 0.88 1.38 19.74
2 N -0.79 1.26 21.24
3 C -0.96 2.47 22.08
4 C 0.26 3.31 22.02
5 O 0.50 4.21 22.78
6 N 1.10 2.83 20.99
7 C 2.38 3.54 21.02
8 C 3.11 3.17 19.74
9 O 4.22 3.48 19.39
10 O 2.36 2.29 19.04
11 H -1.62 0.95 20.73
12 H -0.57 0.52 21.87
13 H -1.13 2.17 23.13
14 H -1.79 3.07 21.70
15 H 2.96 3.20 21.88
16 H 2.31 4.64 21.11
17 O -0.04 -0.63 19.54
18 C 0.29 -1.89 20.20
19 C 1.55 -2.53 19.69
20 C 2.75 -1.56 19.80
21 C 2.85 -1.00 21.18
22 C 3.59 -1.63 22.16
23 C 3.64 -1.07 23.43
24 C 3.04 0.14 23.68
25 C 2.28 0.71 22.69
26 N 2.17 0.16 21.46
27 H 0.15 -0.75 18.59
28 H -0.57 -2.58 20.12
29 H 0.36 -1.62 21.31
30 H 1.39 -2.86 18.68
31 H 1.70 -3.44 20.29
32 H 2.56 -0.73 19.15
33 H 3.65 -2.07 19.49
34 H 4.09 -2.53 21.94
35 H 4.18 -1.52 24.23
36 H 3.03 0.65 24.65
37 H 1.75 1.64 22.81
38 N 3.57 2.35 14.11
39 C 3.17 2.15 15.38
40 N 3.77 2.86 16.35
41 N 2.16 1.29 15.59
42 C 1.77 0.84 16.71
43 N 1.32 0.38 17.69
44 H 4.39 2.90 13.97
45 H 3.29 1.71 13.39
46 H 4.65 3.37 16.23
47 H 3.61 2.66 17.31
48 O -0.47 2.12 18.56
49 S -1.29 3.44 18.30
50 C -2.88 2.97 18.77
51 C -3.76 4.00 19.08
52 C -5.06 3.62 19.42
53 C -5.41 2.28 19.49
54 C -4.47 1.26 19.23
55 C -3.19 1.62 18.87
56 C -1.35 3.63 16.53
57 C -1.75 2.62 15.67
58 C -1.72 2.86 14.30
59 C -1.29 4.10 13.83
60 C -0.94 5.10 14.71
61 C -0.89 4.89 16.10
62 H -3.41 5.04 19.05
63 H -5.81 4.41 19.63
64 H -6.40 1.99 19.81
65 H -4.78 0.20 19.39
66 H -2.46 0.84 18.63
67 H -2.10 1.68 16.09
68 H -1.98 2.07 13.62
69 H -1.29 4.28 12.76
70 H -0.62 6.07 14.30
71 H -0.53 5.63 16.82

**Electronic energy**: -3016.1906 hartree
**Energy relative to the best compared isomer or geometry (same formula, charge and spin)**: 0.0000 eV
**Orbital gap**: 8.34 eV
**HOMO energy**: -14.77 eV
**Total charge**: +2


Entry 3:
Density functional theory data (ωB97M-V/def2-TZVPD) for a structure of composition C2H8NO2 at a distorted geometry.

Cartesian coordinates (Å):
1 C -0.16 -0.08 -0.39
2 O 0.25 1.24 -0.41
3 C -0.96 -0.50 0.89
4 N -2.23 -1.26 0.77
5 H -0.66 -0.33 -1.34
6 H 0.74 -0.71 -0.38
7 H -0.26 -0.97 1.58
8 H -1.19 0.49 1.31
9 H -2.67 -0.65 0.08
10 H -1.40 -1.74 0.33
11 H 3.48 0.93 -0.34
12 H 1.27 1.20 -0.34
13 O 2.69 0.55 -0.74

**Electronic energy**: -286.1629 hartree
**Energy relative to the best compared isomer or geometry (same formula, charge and spin)**: 2.2950 eV
**Orbital gap**: 7.71 eV
**HOMO energy**: -3.37 eV
**Total charge**: -1


Entry 4:
Density functional theory data (ωB97M-V/def2-TZVPD) for a structure of composition C26H50Br3NO22P at a distorted geometry.

Cartesian coordinates (Å):
1 C 3.37 -4.58 0.80
2 C 3.02 -3.24 1.15
3 N 2.55 -1.84 1.56
4 C 1.25 -1.43 0.84
5 Br 1.35 0.60 0.74
6 C 0.03 -1.84 1.86
7 C -1.40 -2.19 1.13
8 Br -0.31 -0.19 3.01
9 P 3.85 -0.62 1.44
10 O 5.16 -1.31 0.51
11 Br 4.66 -0.39 3.59
12 H 3.75 -5.70 0.97
13 H 2.32 -1.93 2.59
14 H 1.16 -1.91 -0.23
15 H 0.31 -2.79 2.53
16 H -2.33 -1.89 1.81
17 H -1.46 -3.37 1.04
18 H -1.57 -1.67 0.10
19 H 6.02 -0.80 0.67
20 C 4.42 3.07 0.79
21 O 4.88 3.96 1.81
22 C 6.17 4.34 1.66
23 O 6.93 4.00 0.77
24 O 6.48 5.18 2.69
25 C 7.82 5.67 2.67
26 H 3.37 2.83 1.01
27 H 4.47 3.55 -0.19
28 H 4.99 2.14 0.80
29 H 8.01 6.25 1.76
30 H 8.53 4.84 2.75
31 H 7.95 6.33 3.53
32 C -3.04 -6.58 -2.91
33 O -4.04 -6.87 -1.94
34 C -4.03 -6.05 -0.85
35 O -3.25 -5.13 -0.66
36 O -5.03 -6.43 -0.02
37 C -5.13 -5.65 1.17
38 H -3.15 -7.30 -3.73
39 H -3.17 -5.57 -3.31
40 H -2.04 -6.70 -2.47
41 H -5.34 -4.61 0.93
42 H -4.21 -5.74 1.77
43 H -5.96 -6.05 1.76
44 C -6.06 2.02 -2.47
45 O -5.06 1.24 -1.81
46 C -4.06 1.97 -1.26
47 O -3.96 3.19 -1.29
48 O -3.19 1.11 -0.67
49 C -2.08 1.75 -0.05
50 H -6.81 1.34 -2.87
51 H -6.55 2.70 -1.77
52 H -5.62 2.58 -3.31
53 H -2.41 2.41 0.76
54 H -1.48 2.29 -0.78
55 H -1.45 0.97 0.39
56 C -11.68 3.41 1.19
57 O -10.62 3.28 2.14
58 C -9.41 3.01 1.60
59 O -9.17 2.88 0.41
60 O -8.51 2.92 2.61
61 C -7.18 2.64 2.18
62 H -12.60 3.62 1.74
63 H -11.48 4.24 0.51
64 H -11.81 2.47 0.64
65 H -6.80 3.44 1.54
66 H -7.13 1.67 1.67
67 H -6.54 2.58 3.07
68 C -0.37 2.38 -4.77
69 O 0.68 2.25 -3.81
70 C 1.90 1.98 -4.36
71 O 2.14 1.85 -5.55
72 O 2.80 1.89 -3.35
73 C 4.13 1.61 -3.77
74 H -1.29 2.59 -4.22
75 H -0.17 3.21 -5.45
76 H -0.50 1.45 -5.32
77 H 4.51 2.41 -4.42
78 H 4.18 0.64 -4.29
79 H 4.77 1.55 -2.89
80 C 8.41 7.98 9.36
81 O 7.19 7.38 8.94
82 C 7.30 6.56 7.87
83 O 8.34 6.30 7.27
84 O 6.07 6.06 7.59
85 C 6.04 5.17 6.47
86 H 8.20 8.62 10.22
87 H 9.13 7.22 9.67
88 H 8.83 8.60 8.56
89 H 6.67 4.29 6.67
90 H 6.37 5.68 5.56
91 H 5.01 4.83 6.34
92 C -2.26 -9.99 -7.74
93 O -1.79 -9.11 -6.73
94 C -0.50 -8.72 -6.87
95 O 0.26 -9.07 -7.76
96 O -0.19 -7.89 -5.85
97 C 1.15 -7.40 -5.87
98 H -3.30 -10.23 -7.53
99 H -2.21 -9.52 -8.73
100 H -1.68 -10.92 -7.73
101 H 1.33 -6.82 -6.78
102 H 1.86 -8.23 -5.78
103 H 1.28 -6.74 -5.00

**Electronic energy**: -10793.6370 hartree
**Energy relative to the best compared isomer or geometry (same formula, charge and spin)**: 5.3174 eV
**Orbital gap**: 8.10 eV
**HOMO energy**: -12.26 eV
**Total charge**: +1


Entry 5:
Density functional theory data (ωB97M-V/def2-TZVPD) for a structure of composition C36H84N5O10V at a distorted geometry.

Cartesian coordinates (Å):
1 O 0.55 3.83 2.93
2 V 1.49 2.59 3.08
3 O 2.91 2.91 2.46
4 C -1.12 2.14 -0.13
5 C -0.32 0.94 0.34
6 O 0.66 1.31 1.33
7 H -1.92 1.75 -0.76
8 H -0.57 2.87 -0.72
9 H -1.57 2.75 0.65
10 H 0.12 0.37 -0.47
11 H -0.96 0.24 0.87
12 C 1.81 -3.99 1.20
13 C 0.76 -2.90 1.46
14 C -0.16 -3.27 2.63
15 O -0.83 -4.56 2.44
16 C -1.66 -4.92 3.49
17 N 1.52 -1.72 1.70
18 H 1.38 -4.97 1.01
19 H 2.52 -4.00 2.03
20 H 2.48 -3.88 0.35
21 H 0.19 -2.78 0.54
22 H -0.91 -2.48 2.67
23 H 0.44 -3.23 3.54
24 H -2.00 -5.92 3.20
25 H -2.53 -4.28 3.63
26 H -1.08 -5.12 4.40
27 H 0.93 -0.91 1.56
28 H 2.32 -1.65 1.09
29 C 5.92 1.26 2.75
30 O 4.80 1.06 3.57
31 C 4.12 -0.14 3.26
32 C 2.97 -0.37 4.32
33 N 1.79 0.44 4.03
34 C 0.64 0.21 5.04
35 C -0.77 0.74 4.70
36 O -0.80 2.07 4.36
37 C -2.05 2.44 3.72
38 H 6.55 1.92 3.34
39 H 5.71 1.78 1.81
40 H 6.43 0.34 2.46
41 H 4.89 -0.86 3.54
42 H 3.66 -0.17 2.28
43 H 3.27 -0.17 5.35
44 H 2.65 -1.41 4.24
45 H 1.56 -0.01 3.15
46 H 0.93 0.57 6.02
47 H 0.58 -0.87 5.19
48 H -1.35 0.50 5.59
49 H -1.04 0.15 3.82
50 H -1.86 3.28 3.05
51 H -2.76 2.71 4.50
52 H -2.47 1.64 3.11
53 C -1.57 0.86 -6.98
54 O -0.67 0.44 -6.01
55 C -0.26 1.44 -5.02
56 C -1.25 1.92 -3.96
57 N -2.25 2.94 -4.41
58 C -3.15 3.30 -3.35
59 C -4.10 2.13 -2.95
60 O -5.08 2.61 -2.12
61 C -5.42 1.75 -1.04
62 H -1.42 1.88 -7.33
63 H -2.60 0.71 -6.67
64 H -1.38 0.23 -7.85
65 H 0.10 2.32 -5.56
66 H 0.68 1.05 -4.64
67 H -0.75 2.25 -3.05
68 H -1.77 1.02 -3.62
69 H -1.69 3.77 -4.58
70 H -3.80 4.14 -3.60
71 H -2.64 3.45 -2.40
72 H -3.52 1.31 -2.54
73 H -4.55 1.75 -3.87
74 H -5.48 0.71 -1.36
75 H -6.37 2.14 -0.68
76 H -4.69 1.99 -0.27
77 C 3.80 2.26 -0.79
78 C 4.15 1.08 -1.70
79 C 4.08 1.53 -3.25
80 C 5.33 2.30 -3.64
81 C 6.65 1.51 -3.24
82 C 6.75 1.08 -1.69
83 N 5.46 0.44 -1.26
84 O 5.44 0.01 -0.03
85 C 7.89 0.03 -1.71
86 C 7.15 2.34 -0.85
87 C 3.05 0.07 -1.60
88 H 4.49 3.08 -0.98
89 H 4.04 1.96 0.23
90 H 2.79 2.66 -0.77
91 H 3.89 0.81 -4.05
92 H 3.22 2.19 -3.37
93 H 5.36 3.24 -3.08
94 H 5.17 2.62 -4.67
95 H 7.45 2.21 -3.51
96 H 6.86 0.73 -3.97
97 H 8.72 0.30 -2.37
98 H 8.42 -0.19 -0.78
99 H 7.44 -0.90 -2.08
100 H 8.19 2.67 -0.99
101 H 6.48 3.13 -1.20
102 H 7.05 2.26 0.23
103 H 3.36 -0.93 -1.89
104 H 2.12 0.31 -2.10
105 H 2.73 -0.11 -0.57
106 H 5.39 -0.94 -0.19
107 C -6.07 -2.89 -1.96
108 C -5.30 -2.82 -0.66
109 C -3.92 -2.33 -1.20
110 C -2.92 -1.92 -0.05
111 C -3.66 -0.80 0.82
112 C -5.04 -1.24 1.37
113 N -5.84 -1.74 0.24
114 O -7.14 -1.98 0.57
115 C -4.74 -2.25 2.54
116 C -5.59 0.00 1.96
117 C -5.19 -4.22 -0.01
118 H -6.32 -1.92 -2.39
119 H -5.54 -3.37 -2.78
120 H -6.97 -3.48 -1.80
121 H -3.29 -3.17 -1.50
122 H -3.94 -1.60 -2.01
123 H -2.66 -2.76 0.60
124 H -2.02 -1.43 -0.41
125 H -3.82 0.03 0.13
126 H -3.00 -0.49 1.63
127 H -4.37 -1.78 3.45
128 H -4.00 -2.99 2.23
129 H -5.64 -2.83 2.73
130 H -6.05 0.60 1.18
131 H -4.82 0.66 2.39
132 H -6.36 -0.25 2.69
133 H -5.96 -4.45 0.73
134 H -5.20 -4.99 -0.78
135 H -4.18 -4.37 0.35
136 H -7.53 -1.33 -0.02

**Electronic energy**: -3391.8907 hartree
**Energy relative to the best compared isomer or geometry (same formula, charge and spin)**: 3.6117 eV
**Orbital gap**: 7.35 eV
**HOMO energy**: -8.12 eV